#A
7
Properties=species:S:1:pos:R:3 method="wB97M-V/def2-TZVPD" e_lumo_ha=0.1567 smiles="O=CC1=C([O-])O1" homo_energy_ev=-3.4 multiplicity=1 total_charge=-1
O -0.830 2.083 0.317
C -0.860 0.830 0.286
C -0.023 -0.013 -0.437
C 0.792 -1.056 -0.193
O 1.096 -2.198 0.109
O 1.501 0.066 -0.595
H -1.677 0.288 0.514

---

#B
7
Properties=species:S:1:pos:R:3 method="wB97M-V/def2-TZVPD" e_lumo_ha=0.1571 smiles="O=C1O/C1=C/[O-]" homo_energy_ev=-3.4 multiplicity=1 total_charge=-1
O -0.445 -1.521 1.872
C 0.086 -0.730 1.135
O 1.414 -1.061 0.445
C 0.168 0.004 0.120
C -0.294 0.864 -0.876
O -1.372 1.354 -0.941
H 0.443 1.090 -1.755

---

#C
7
Properties=species:S:1:pos:R:3 method="wB97M-V/def2-TZVPD" e_lumo_ha="0.1093 / 0.0643" homo_energy_ev="-5.8 / -5.5" multiplicity=1 total_charge=-1
C -0.180 0.819 0.086
C 1.209 0.824 -0.634
C -1.148 0.095 0.286
O -1.785 -1.891 1.067
O 1.730 0.029 0.133
O 1.402 1.450 -1.628
H -1.227 -1.326 0.690

---

Quick look at relative energies in kJ/mol: #A 0.0; #B 86.8; #C 497.7.

---

#A
16
Properties=species:S:1:pos:R:3 method="wB97M-V/def2-TZVPD" e_lumo_ha=0.0069 homo_energy_ev=-7.7 multiplicity=1
C 1.669 1.062 -0.280
C -0.887 0.985 -0.071
C -1.828 -0.125 0.268
C -0.958 -1.331 0.077
H 2.247 -1.537 -0.725
H 1.615 2.191 -0.313
H -1.107 1.543 -0.914
H -0.894 1.702 0.905
H -2.263 -0.056 1.347
H -2.655 -0.184 -0.469
H -0.640 -1.681 1.030
H -1.531 -2.257 -0.213
N 2.994 0.874 0.053
N 0.488 0.420 -0.069
O 0.226 -0.888 -0.752
S 3.524 -0.717 0.126

---

#B
16
Properties=species:S:1:pos:R:3 method="wB97M-V/def2-TZVPD" e_lumo_ha=0.0207 smiles="C[C@H](N=C=S)[N@H+](C)[O-]" homo_energy_ev=-8.7 multiplicity=1
C -1.305 0.911 0.447
C -0.500 -0.218 1.102
N -0.527 -0.091 2.519
C 0.205 -0.355 3.439
S 0.779 -0.568 4.836
N 1.088 -0.362 0.669
C 1.215 -0.762 -0.779
O 1.953 -0.869 1.503
H -1.104 1.676 1.121
H -0.920 0.995 -0.503
H -2.409 0.729 0.523
H -0.861 -1.264 0.646
H 1.167 0.775 0.546
H 0.908 -1.748 -0.783
H 0.372 -0.182 -1.381
H 2.198 -0.682 -1.280

---

Quick look at relative energies in kJ/mol: #A 140.1; #B 0.0.

---

#A
16
Properties=species:S:1:pos:R:3 method="wB97M-V/def2-TZVPD" e_lumo_ha=0.0165 smiles="NN(C=O)C[C@H]1CS1" homo_energy_ev=-9.0 multiplicity=1
N 2.695 -1.205 0.230
N 1.450 -0.316 0.113
C 1.769 0.973 0.022
O 1.142 1.991 -0.360
C 0.196 -0.805 -0.627
C -1.000 -0.672 0.246
C -1.233 0.854 0.632
S -2.659 -0.281 -0.157
H 2.853 -1.949 -0.584
H 2.756 -1.807 1.214
H 3.003 0.939 0.147
H -0.106 -0.010 -1.382
H 0.599 -1.666 -1.176
H -0.567 -1.190 1.232
H -1.739 1.115 1.708
H -0.802 1.678 0.192

---

#B
16
Properties=species:S:1:pos:R:3 method="wB97M-V/def2-TZVPD" e_lumo_ha=0.0080 smiles="CCC[S@H](=O)=NC#N" homo_energy_ev=-10.0 multiplicity=1
C 1.748 -0.038 0.319
C 0.361 0.435 0.683
C -0.760 -0.125 -0.110
S -2.283 0.894 -0.111
O -2.102 2.185 0.421
N -3.464 0.122 0.471
C -3.840 -1.086 -0.043
N -4.129 -2.093 -0.559
H 1.896 -1.065 0.709
H 2.100 0.052 -0.908
H 2.520 0.576 0.932
H 0.280 1.596 0.565
H 0.247 0.400 1.813
H -0.447 -0.142 -1.121
H -1.253 -1.069 0.063
H -2.549 0.855 -1.561

---

#C
16
Properties=species:S:1:pos:R:3 method="wB97M-V/def2-TZVPD" e_lumo_ha=-0.0063 smiles="C[C@@](O)(C=S)/C=N/N" homo_energy_ev=-8.8 multiplicity=1
C -1.428 -0.482 0.768
C -0.766 0.251 -0.409
O -0.651 -0.596 -1.550
C -1.674 1.464 -0.923
S -2.268 2.624 -0.034
C 0.734 0.607 0.010
N 1.648 0.091 -0.742
N 2.895 0.183 -0.181
H -2.042 0.214 1.265
H -0.640 -0.993 1.296
H -2.229 -1.225 0.353
H -0.044 -1.237 -1.446
H -2.025 1.341 -2.053
H 0.972 0.990 0.971
H 3.612 0.054 -0.848
H 2.987 0.990 0.329

---

#D
16
Properties=species:S:1:pos:R:3 method="wB97M-V/def2-TZVPD" e_lumo_ha=-0.0075 homo_energy_ev=-9.0 multiplicity=1
C -1.139 -0.579 -0.417
C -0.776 0.032 0.974
C 0.038 -1.438 -0.869
C -0.481 1.457 0.737
N 0.492 2.301 0.746
N 1.467 -1.039 -0.717
O 1.764 1.763 0.596
S 1.693 0.505 -0.802
H -2.000 -1.180 -0.380
H -1.336 0.161 -1.164
H -1.500 0.095 1.709
H 0.220 -0.469 1.290
H 0.067 -2.366 -0.275
H -0.238 -1.838 -1.902
H -1.422 2.003 0.886
H 3.152 0.593 -0.411

---

Quick look at relative energies in kJ/mol: #A 174.2; #B 70.3; #C 0.0; #D 248.3.

---

#A
16
Properties=species:S:1:pos:R:3 method="wB97M-V/def2-TZVPD" e_lumo_ha=0.0087 homo_energy_ev=-8.9 multiplicity=1
C -0.579 -1.493 -2.584
C 0.077 -0.595 -0.526
C 0.320 0.700 0.030
C 1.339 0.710 1.128
H 0.171 -2.411 -3.100
H -1.334 -0.732 -3.710
H -1.655 -1.707 -1.897
H 0.362 -1.851 0.992
H -0.287 -2.519 -0.295
H 0.800 1.403 -0.766
H -1.117 0.686 1.834
H 2.031 1.659 1.098
N 0.187 -0.510 -1.720
N -0.304 -1.616 0.261
O 1.492 -0.317 1.867
S -1.065 1.685 0.802

---

#B
16
Properties=species:S:1:pos:R:3 method="wB97M-V/def2-TZVPD" e_lumo_ha=0.0237 smiles="CS/N=C/N(C)C=O" homo_energy_ev=-7.8 multiplicity=1
C 3.356 0.827 0.052
S 2.418 -0.692 -0.063
N 0.971 0.048 0.031
C -0.071 -0.701 -0.074
N -1.359 -0.162 -0.105
C -2.406 -1.176 0.123
C -1.654 1.183 -0.165
O -0.812 2.069 0.110
H 2.941 1.662 -0.695
H 4.436 0.430 -0.370
H 3.321 1.076 1.244
H -0.046 -1.810 0.049
H -2.379 -2.059 -0.656
H -3.310 -0.414 -0.160
H -2.730 -1.568 1.209
H -2.675 1.287 -0.530

---

Quick look at relative energies in kJ/mol: #A 213.9; #B 0.0.

---

#A
7
Properties=species:S:1:pos:R:3 method="wB97M-V/def2-TZVPD" e_lumo_ha="-0.1276 / -0.1276" homo_energy_ev="-9.6 / -9.6" multiplicity=1
C 0.116 -0.820 -0.021
C -0.265 -1.223 -1.290
F -0.745 -0.294 -2.059
F -0.497 -2.444 -1.674
S 0.247 -1.672 1.368
Cl 2.440 -0.412 -1.154
H 0.363 0.331 -0.091

---

#B
7
Properties=species:S:1:pos:R:3 method="wB97M-V/def2-TZVPD" e_lumo_ha=-0.0463 smiles="FC(F)(Cl)C=S" homo_energy_ev=-9.7 multiplicity=1
F 1.437 -0.349 -1.245
C 0.635 0.175 -0.288
F 1.089 1.418 0.011
Cl 0.786 -0.836 1.144
C -0.788 0.473 -0.688
S -2.146 -0.047 -0.090
H -0.836 1.448 -1.045

---

Quick look at relative energies in kJ/mol: #A 213.0; #B 0.0.

---

#A
11
Properties=species:S:1:pos:R:3 method="wB97M-V/def2-TZVPD" e_lumo_ha=0.0442 smiles=C#CC1CC1 homo_energy_ev=-9.3 multiplicity=1
C 2.381 0.103 0.060
C 1.304 0.203 -0.468
C -0.107 0.431 -0.607
C -1.111 -0.675 -0.459
C -0.784 0.168 0.727
H 3.054 0.185 0.877
H -0.417 1.324 -1.134
H -2.082 -0.553 -0.929
H -0.717 -1.683 -0.479
H -1.463 0.925 1.102
H -0.131 -0.279 1.470

---

#B
11
Properties=species:S:1:pos:R:3 method="wB97M-V/def2-TZVPD" e_lumo_ha=0.0367 homo_energy_ev=-8.0 multiplicity=1
C 0.663 -0.991 -1.016
C -0.187 1.350 0.913
C -0.155 -1.024 0.210
C -0.730 0.423 0.154
C 1.011 -0.185 0.212
H 1.366 -1.816 -1.233
H 0.278 -0.353 -1.843
H -0.361 2.418 0.615
H 0.097 1.081 1.967
H -0.714 -1.664 0.740
H -1.268 0.762 -0.719

---

Quick look at relative energies in kJ/mol: #A 0.0; #B 320.4.

---

#A
11
Properties=species:S:1:pos:R:3 method="wB97M-V/def2-TZVPD" e_lumo_ha=0.0405 smiles="C=C=C1CC1" homo_energy_ev=-9.0 multiplicity=1
C 2.305 0.508 -0.509
C 1.177 0.024 -0.075
C -0.088 -0.105 0.112
C -1.302 -0.819 -0.267
C -1.317 0.243 0.826
H 3.296 0.130 -0.317
H 2.188 1.415 -1.092
H -1.745 -0.598 -1.235
H -1.318 -1.860 0.040
H -1.768 1.202 0.569
H -1.401 -0.048 1.868

---

#B
11
Properties=species:S:1:pos:R:3 method="wB97M-V/def2-TZVPD" e_lumo_ha=0.0417 smiles="C#C/C=C/C" homo_energy_ev=-8.9 multiplicity=1
C -1.266 1.670 -2.220
C -0.953 0.953 -1.308
C -0.625 0.264 -0.099
C 0.583 -0.270 0.150
C 0.883 -1.023 1.387
H -1.534 2.171 -3.108
H -1.431 0.068 0.627
H 1.364 -0.159 -0.628
H 0.027 -1.290 1.993
H 1.410 -1.964 1.140
H 1.541 -0.420 2.066

---

#C
11
Properties=species:S:1:pos:R:3 method="wB97M-V/def2-TZVPD" e_lumo_ha="-0.0155 / -0.0073" homo_energy_ev="-7.2 / -7.5" multiplicity=1
C -0.326 -0.267 -0.116
C 0.778 0.519 0.072
C -1.026 -0.653 1.024
C 1.764 1.320 0.289
C -0.882 -0.495 -1.411
H -1.986 -1.190 0.832
H -0.549 -0.473 2.026
H 2.810 1.109 0.273
H 1.506 2.325 0.163
H -1.800 -1.181 -1.513
H -0.460 -0.121 -2.226

---

Quick look at relative energies in kJ/mol: #A 73.5; #B 0.0; #C 282.4.

---

#A
13
Properties=species:S:1:pos:R:3 method="wB97M-V/def2-TZVPD" e_lumo_ha=-0.1621 homo_energy_ev=-13.0 multiplicity=1 total_charge=+1
C -1.288 -1.785 0.145
O -0.567 -0.615 0.484
C -0.918 0.628 -0.199
H -1.481 -1.827 -0.936
H -0.672 -2.649 0.413
H -2.245 -1.796 0.685
H -1.996 0.809 -0.031
H -0.716 0.471 -1.275
Sr 0.954 0.449 1.911
O -0.097 1.555 0.362
C 2.882 1.632 -0.545
O 3.345 2.054 -1.515
O 2.799 1.074 0.503

---

#B
13
Properties=species:S:1:pos:R:3 method="wB97M-V/def2-TZVPD" e_lumo_ha=-0.1592 homo_energy_ev=-13.0 multiplicity=1 total_charge=+1
C -1.261 -1.803 0.155
O -0.619 -0.578 0.453
C -1.144 0.640 -0.167
H -1.391 -1.915 -0.931
H -0.617 -2.613 0.510
H -2.241 -1.836 0.650
H -2.222 0.694 0.080
H -1.009 0.525 -1.260
Sr 0.888 0.645 1.771
O -0.394 1.634 0.367
C 3.258 1.565 -0.584
O 3.881 1.920 -1.483
O 2.873 1.121 0.438

---

Quick look at relative energies in kJ/mol: #A 15.4; #B 0.0.

---

#A
9
Properties=species:S:1:pos:R:3 method="wB97M-V/def2-TZVPD" e_lumo_ha="-0.2938 / -0.2560" homo_energy_ev="-15.3 / -15.9" multiplicity=1 total_charge=+1
C -0.886 2.281 -1.047
C 0.351 1.424 -0.415
N -0.537 3.355 -1.445
N -1.630 1.168 -0.760
N -0.525 0.471 -0.329
N -0.337 -0.792 -0.145
H 0.919 1.732 0.438
H -0.918 -1.599 -0.234
H 0.585 -1.006 0.175

---

#B
9
Properties=species:S:1:pos:R:3 method="wB97M-V/def2-TZVPD" e_lumo_ha="-0.2425 / -0.2426" homo_energy_ev="-15.1 / -15.1" multiplicity=1 total_charge=+1
C 1.819 -0.396 0.011
C -0.373 0.034 -0.321
N 1.308 -1.416 -0.321
N 1.700 0.916 0.066
N 0.410 1.089 -0.089
N -1.371 -0.567 0.163
H 0.016 2.063 -0.361
H -1.940 -1.355 -0.227
H -1.570 -0.367 1.080

---

#C
9
Properties=species:S:1:pos:R:3 method="wB97M-V/def2-TZVPD" e_lumo_ha="-0.2542 / -0.2542" homo_energy_ev="-16.0 / -16.0" multiplicity=1 total_charge=+1
C 0.534 -1.016 0.182
C 1.032 0.255 0.256
N -1.777 -0.410 0.102
N -0.579 -0.596 -0.554
N -1.803 0.721 0.382
N -0.057 0.799 -0.387
H 0.772 -2.013 0.499
H 1.910 0.744 0.634
H -0.032 1.515 -1.115

---

Quick look at relative energies in kJ/mol: #A 273.7; #B 0.0; #C 81.6.

---

#A
8
Properties=species:S:1:pos:R:3 method="wB97M-V/def2-TZVPD" e_lumo_ha=0.1788 homo_energy_ev=-4.5 multiplicity=1 total_charge=-1
O -0.099 -0.697 2.218
H -0.830 -1.078 1.883
O -0.218 0.161 -2.318
H 0.033 0.312 -1.305
H -0.531 -0.723 -2.347
O 0.345 0.562 0.145
H 0.201 -0.042 1.335
H 0.910 1.324 0.076

---

#B
8
Properties=species:S:1:pos:R:3 method="wB97M-V/def2-TZVPD" e_lumo_ha=0.1866 homo_energy_ev=-4.1 multiplicity=1 total_charge=-1
O 1.319 1.588 1.063
H 1.357 1.442 1.964
O -0.796 -1.237 -2.001
H -0.824 -0.418 -1.426
H -0.457 -1.769 -1.335
O -0.221 -0.190 0.295
H 0.602 0.864 0.678
H -0.979 -0.278 0.762

---

Quick look at relative energies in kJ/mol: #A 0.0; #B 21.2.

---

#A
21
Properties=species:S:1:pos:R:3 method="wB97M-V/def2-TZVPD" e_lumo_ha=0.0197 smiles=CCCCO.O.O homo_energy_ev=-10.0 multiplicity=1
C 0.135 -0.116 2.472
C -0.142 0.091 0.990
C 0.118 1.557 0.578
C 0.324 1.703 -0.942
O 0.043 3.019 -1.430
H -0.380 0.460 3.267
H -0.190 -1.105 2.725
H 1.158 -0.085 2.697
H -1.129 -0.141 0.628
H 0.604 -0.445 0.422
H 1.059 1.968 0.950
H -0.767 2.168 0.680
H 1.342 1.424 -1.236
H -0.433 1.073 -1.403
H -0.503 2.857 -2.209
O -0.089 -1.195 -2.350
H -0.424 -1.741 -1.632
H -0.850 -0.936 -2.872
O -0.386 -3.447 -0.353
H 0.092 -3.845 -1.152
H 0.417 -3.264 0.167

---

#B
21
Properties=species:S:1:pos:R:3 method="wB97M-V/def2-TZVPD" e_lumo_ha=0.0217 smiles="C=CCC.O.O.O" homo_energy_ev=-9.6 multiplicity=1
C 2.504 0.342 0.194
C 1.443 -0.044 0.885
C 0.025 0.258 0.380
C -0.982 -0.205 1.461
H 3.493 -0.074 0.380
H 2.542 0.940 -0.703
H 1.537 -0.659 1.772
H -0.177 1.299 0.162
H -0.089 -0.330 -0.534
H -0.708 -1.190 1.832
H -1.026 0.470 2.305
H -1.938 -0.322 0.947
O 0.613 2.208 -1.789
H -0.319 2.174 -2.036
H 1.158 2.825 -2.287
O -0.424 -3.570 1.095
H 0.022 -3.622 0.241
H -0.271 -2.651 1.346
O -2.375 1.074 -1.667
H -1.896 0.241 -1.612
H -2.863 1.214 -0.852

---

Quick look at relative energies in kJ/mol: #A 0.0; #B 31.3.

---

#A
21
Properties=species:S:1:pos:R:3 method="wB97M-V/def2-TZVPD" e_lumo_ha=0.0160 smiles=CCCCO.O.O homo_energy_ev=-10.1 multiplicity=1
C -1.722 -1.551 0.887
C -0.658 -0.912 0.024
C -1.229 -0.282 -1.236
C -0.205 0.291 -2.174
O -0.749 0.776 -3.400
H -2.569 -0.881 0.981
H -1.359 -1.795 1.884
H -2.045 -2.502 0.469
H -0.127 -0.161 0.613
H 0.114 -1.644 -0.244
H -1.847 -1.024 -1.704
H -1.965 0.486 -0.961
H 0.563 -0.427 -2.472
H 0.340 1.099 -1.656
H -1.382 1.471 -3.195
O 1.018 1.992 2.322
H 1.212 1.046 2.404
H 1.435 2.398 3.086
O 2.657 -0.550 2.464
H 3.205 -0.873 3.186
H 3.047 -0.850 1.640

---

#B
21
Properties=species:S:1:pos:R:3 method="wB97M-V/def2-TZVPD" e_lumo_ha=0.0166 smiles="C/C=C/C.O.O.O" homo_energy_ev=-9.5 multiplicity=1
C -0.394 -1.427 -2.159
C -1.162 -0.093 -2.154
C -0.742 0.722 -1.179
C -1.172 2.126 -0.937
H 0.242 -1.598 -1.303
H -1.103 -2.250 -2.244
H 0.276 -1.340 -3.011
H -1.947 0.125 -2.848
H 0.087 0.450 -0.497
H -2.039 2.231 -0.280
H -1.617 2.561 -1.823
H -0.395 2.672 -0.435
O 1.126 -0.675 3.061
H 0.340 -0.205 3.346
H 0.816 -1.211 2.325
O -1.397 -1.053 1.543
H -2.264 -1.221 1.926
H -1.513 -0.323 0.921
O 3.355 0.626 0.657
H 2.861 0.013 1.206
H 2.848 0.947 -0.091

---

#C
21
Properties=species:S:1:pos:R:3 method="wB97M-V/def2-TZVPD" e_lumo_ha=0.0073 smiles="C=C(C)C.O.O.O" homo_energy_ev=-8.4 multiplicity=1
C 2.113 -1.091 1.754
C 2.045 -0.784 0.425
C 2.381 0.673 -0.094
C 1.826 -1.898 -0.521
H 2.285 -2.180 1.991
H 1.553 -0.429 2.413
H 1.725 1.464 0.217
H 2.517 0.890 -1.258
H 3.414 0.767 0.211
H 2.718 -2.425 -0.534
H 1.588 -1.827 -1.576
H 1.125 -2.693 -0.202
O -2.744 0.230 1.670
H -2.382 0.090 0.818
H -2.891 -0.676 2.078
O -0.792 0.525 -1.828
H -1.201 1.286 -1.237
H -1.315 0.143 -2.566
O -4.533 2.978 -0.464
H -5.258 2.908 -1.082
H -4.175 2.050 -0.216

---

Quick look at relative energies in kJ/mol: #A 0.0; #B 78.1; #C 266.9.